Version i
Here is a cluster of 7 separate species, C42H108N7O12 in total from the Open Molecules 2025 dataset. Energies are from ωB97M-V/def2-TZVPD.

```
! RIJCOSX wB97M-V def2-TZVPD def2/J DEFGRID3
* xyz 5 1
C 18.433 14.964 12.144
O 18.568 14.404 10.778
C 17.879 15.219 9.899
C 17.709 14.489 8.641
N 19.078 13.866 8.329
H 19.371 13.418 9.188
H 19.005 13.193 7.518
C 20.149 14.909 7.939
C 21.389 14.124 7.566
O 20.990 13.045 6.766
C 21.685 11.851 6.967
H 18.313 16.002 12.192
H 19.291 14.707 12.748
H 17.525 14.532 12.586
H 18.441 16.200 9.763
H 16.862 15.478 10.148
H 17.350 15.179 7.903
H 17.194 13.593 8.730
H 20.423 15.610 8.768
H 19.839 15.444 7.084
H 21.929 13.772 8.452
H 22.079 14.759 6.969
H 22.756 11.948 6.705
H 21.300 11.076 6.335
H 21.612 11.485 8.004
C 15.461 5.522 30.319
O 14.586 6.091 29.335
C 13.208 5.912 29.689
C 12.352 6.218 28.451
N 13.062 7.156 27.520
H 14.055 7.191 27.891
H 13.084 6.755 26.592
C 12.623 8.587 27.344
C 13.492 9.193 26.212
O 13.425 8.394 25.042
C 14.046 8.952 23.901
H 15.045 5.721 31.344
H 16.464 5.883 30.208
H 15.475 4.384 30.248
H 12.900 6.519 30.480
H 13.037 4.879 29.970
H 11.500 6.745 28.829
H 12.004 5.418 27.828
H 12.778 9.156 28.254
H 11.590 8.537 27.084
H 14.517 9.181 26.623
H 13.134 10.270 25.962
H 15.112 9.042 23.973
H 13.547 9.916 23.784
H 13.691 8.343 23.147
C 25.762 15.617 23.658
O 24.503 16.142 23.146
C 24.437 16.260 21.753
C 23.171 17.047 21.456
N 21.996 16.522 22.211
H 21.613 15.688 21.689
H 22.287 16.194 23.141
C 20.874 17.488 22.303
C 20.136 17.539 21.026
O 19.700 16.229 20.771
C 18.933 16.097 19.610
H 25.763 15.722 24.770
H 26.622 16.163 23.337
H 25.850 14.547 23.322
H 24.475 15.333 21.127
H 25.291 16.811 21.308
H 22.978 17.045 20.368
H 23.323 18.079 21.824
H 21.278 18.467 22.570
H 20.219 17.154 23.116
H 20.635 17.884 20.110
H 19.286 18.236 21.170
H 17.892 16.485 19.754
H 18.931 15.021 19.312
H 19.362 16.679 18.776
C 8.398 15.552 11.767
C 8.390 15.707 13.230
N 7.604 14.616 13.968
C 6.155 15.063 13.911
C 7.812 13.243 13.293
C 7.273 12.118 14.146
C 7.921 14.631 15.475
C 9.332 14.171 15.790
O 10.325 15.066 15.424
C 11.609 14.845 16.034
H 9.050 14.755 11.475
H 8.897 16.430 11.404
H 7.475 15.397 11.221
H 7.928 16.594 13.577
H 9.388 15.645 13.599
H 5.978 15.307 12.829
H 6.018 15.988 14.545
H 5.423 14.321 14.148
H 8.836 13.213 12.966
H 7.259 13.323 12.372
H 7.266 11.271 13.521
H 6.263 12.241 14.476
H 7.891 11.931 15.039
H 7.397 13.826 15.905
H 7.579 15.490 16.024
H 9.594 13.182 15.425
H 9.324 14.049 16.928
H 12.021 13.836 15.906
H 11.500 14.950 17.125
H 12.301 15.545 15.581
C 8.047 13.333 24.558
C 7.453 14.269 23.511
N 7.888 15.669 23.431
C 7.948 16.276 24.825
C 9.329 15.733 22.802
C 9.451 14.806 21.523
C 6.915 16.428 22.526
C 6.870 17.885 22.686
O 8.171 18.492 22.577
C 8.191 19.794 22.092
H 7.463 12.385 24.505
H 8.003 13.658 25.578
H 9.052 13.100 24.214
H 6.364 14.273 23.591
H 7.685 13.780 22.585
H 6.962 16.271 25.258
H 8.230 17.276 24.666
H 8.692 15.769 25.372
H 10.097 15.559 23.567
H 9.422 16.738 22.480
H 9.676 13.705 21.688
H 10.318 15.075 20.870
H 8.618 15.023 20.884
H 5.881 16.105 22.743
H 7.123 16.203 21.471
H 6.384 18.170 23.641
H 6.302 18.333 21.836
H 7.893 19.779 20.994
H 9.221 20.075 22.042
H 7.533 20.536 22.583
C 19.101 5.775 20.811
C 19.168 6.956 19.870
N 18.174 7.989 20.225
C 18.164 9.012 19.211
C 16.749 7.349 20.266
C 16.501 6.463 19.101
C 18.294 8.576 21.585
C 19.562 9.191 21.944
O 19.691 10.408 21.334
C 18.879 11.439 21.843
H 18.176 5.212 20.850
H 19.297 6.084 21.852
H 19.930 5.151 20.509
H 19.001 6.700 18.818
H 20.105 7.478 19.923
H 18.046 8.577 18.217
H 19.127 9.569 19.188
H 17.370 9.781 19.408
H 16.033 8.239 20.302
H 16.697 6.834 21.235
H 17.232 5.675 18.998
H 16.531 6.919 18.101
H 15.531 6.023 19.191
H 18.048 7.736 22.215
H 17.436 9.259 21.636
H 20.360 8.597 21.436
H 19.708 9.152 23.044
H 17.796 11.239 21.620
H 19.146 12.316 21.224
H 19.048 11.560 22.911
N 14.956 11.593 21.247
O 14.930 11.848 22.438
O 14.551 12.349 20.393
O 15.524 10.536 20.808
*
```

Its HOMO energy is -14.872 eV. The frontier orbital gap is 7.66 eV.

These are the Mulliken partial charges, in e, on atoms 1 to 6: -0.860 -0.387 -0.365 -0.735 -0.144 0.414



Version ii
Here is a cluster of 7 separate species, C42H108N7O12 in total from the Open Molecules 2025 dataset. Energies are from ωB97M-V/def2-TZVPD.

```
! RIJCOSX wB97M-V def2-TZVPD def2/J DEFGRID3
* xyz 5 1
C 0.165 -2.262 0.415
O 0.747 -2.631 1.627
C 1.911 -3.417 1.486
C 3.157 -2.618 1.116
N 3.560 -1.626 2.232
H 2.948 -0.823 2.208
H 3.464 -2.136 3.099
C 4.963 -1.174 2.325
C 5.182 -0.291 3.543
O 4.318 0.815 3.482
C 4.583 1.825 2.537
H -0.530 -1.451 0.633
H -0.360 -3.058 -0.113
H 0.871 -1.802 -0.275
H 1.656 -4.170 0.741
H 2.031 -3.807 2.496
H 3.068 -1.994 0.227
H 3.986 -3.291 0.895
H 5.117 -0.612 1.404
H 5.561 -2.077 2.449
H 6.194 0.104 3.633
H 4.886 -0.794 4.463
H 5.469 2.411 2.783
H 3.763 2.539 2.612
H 4.625 1.492 1.500
C -1.963 6.519 -6.370
O -0.626 6.068 -6.146
C 0.083 6.423 -7.349
C 1.589 6.059 -7.137
N 1.702 4.542 -6.989
H 1.031 4.266 -6.285
H 1.334 4.120 -7.830
C 3.067 3.984 -6.648
C 3.779 4.647 -5.496
O 2.863 4.726 -4.421
C 3.519 4.898 -3.151
H -2.090 7.540 -6.729
H -2.554 6.382 -5.465
H -2.591 5.959 -7.063
H -0.002 7.501 -7.486
H -0.262 5.901 -8.242
H 1.931 6.497 -6.200
H 2.152 6.386 -8.012
H 3.711 3.917 -7.524
H 2.792 3.023 -6.214
H 4.110 5.623 -5.851
H 4.623 4.000 -5.258
H 4.054 3.999 -2.844
H 2.735 5.000 -2.401
H 3.991 5.873 -3.029
C -0.424 -6.515 -1.103
O -1.635 -5.894 -1.516
C -2.416 -6.659 -2.400
C -3.318 -5.861 -3.282
N -3.603 -4.499 -2.659
H -4.194 -4.587 -1.844
H -2.703 -4.176 -2.333
C -4.164 -3.422 -3.680
C -3.920 -2.021 -3.050
O -2.492 -1.860 -2.808
C -2.262 -0.683 -2.058
H 0.090 -6.040 -0.268
H 0.265 -6.542 -1.947
H -0.613 -7.489 -0.650
H -2.999 -7.289 -1.728
H -1.840 -7.404 -2.948
H -4.281 -6.352 -3.425
H -2.898 -5.715 -4.277
H -5.220 -3.578 -3.903
H -3.537 -3.519 -4.566
H -4.425 -1.944 -2.087
H -4.284 -1.119 -3.541
H -2.779 0.194 -2.448
H -1.213 -0.426 -2.206
H -2.520 -0.696 -1.000
C -7.133 -0.992 3.110
C -5.640 -0.890 3.523
N -4.783 0.170 2.819
C -5.277 1.590 3.228
C -3.332 0.105 3.358
C -2.658 -1.289 3.085
C -4.825 0.058 1.229
C -3.981 1.167 0.473
O -4.530 2.424 0.693
C -4.026 3.389 -0.227
H -7.182 -1.372 2.090
H -7.540 0.018 3.058
H -7.770 -1.464 3.858
H -5.263 -1.884 3.284
H -5.563 -0.778 4.605
H -6.247 1.832 2.793
H -4.498 2.269 2.881
H -5.334 1.629 4.315
H -3.294 0.337 4.422
H -2.882 0.940 2.821
H -3.074 -2.176 3.562
H -1.658 -1.316 3.516
H -2.602 -1.496 2.017
H -5.850 0.119 0.864
H -4.514 -0.903 0.820
H -4.083 0.905 -0.580
H -2.906 1.033 0.590
H -2.970 3.386 0.043
H -4.305 4.439 -0.133
H -4.066 3.030 -1.256
C 4.084 0.757 -2.550
C 2.970 1.027 -3.595
N 2.394 -0.209 -4.319
C 3.576 -1.074 -4.757
C 1.541 -1.053 -3.404
C 0.975 -2.358 -4.022
C 1.700 0.249 -5.632
C 0.397 1.077 -5.416
O 0.679 2.371 -4.978
C -0.322 3.019 -4.143
H 5.010 0.573 -3.094
H 3.907 -0.146 -1.965
H 4.080 1.611 -1.872
H 3.275 1.683 -4.410
H 2.214 1.554 -3.012
H 4.200 -1.357 -3.909
H 4.192 -0.544 -5.484
H 3.240 -1.979 -5.264
H 0.787 -0.350 -3.050
H 2.163 -1.407 -2.582
H 0.488 -2.255 -4.991
H 0.333 -3.028 -3.449
H 1.829 -2.984 -4.281
H 1.425 -0.636 -6.205
H 2.466 0.770 -6.207
H -0.379 0.656 -4.777
H -0.029 1.177 -6.414
H 0.232 3.805 -3.629
H -0.853 2.424 -3.399
H -1.040 3.464 -4.832
C 3.408 -0.960 8.148
C 1.972 -0.270 8.206
N 0.810 -1.261 8.138
C 0.858 -2.297 9.322
C -0.483 -0.476 8.331
C -0.774 -0.034 9.825
C 0.830 -2.002 6.762
C 1.040 -1.120 5.535
O 0.303 0.066 5.489
C 0.365 0.638 4.199
H 4.226 -0.240 8.112
H 3.410 -1.356 7.133
H 3.598 -1.734 8.891
H 1.863 0.384 7.341
H 1.894 0.331 9.112
H 1.709 -2.901 9.008
H 0.015 -2.979 9.212
H 0.903 -1.897 10.335
H -1.256 -1.208 8.095
H -0.483 0.300 7.565
H 0.155 0.215 10.338
H -1.298 -0.846 10.329
H -1.459 0.797 9.997
H -0.156 -2.455 6.667
H 1.576 -2.789 6.873
H 0.565 -1.741 4.775
H 2.062 -1.086 5.157
H -0.423 0.272 3.540
H 1.370 0.645 3.777
H -0.050 1.639 4.321
N 0.692 1.111 0.156
O 1.731 1.059 0.705
O -0.370 0.932 0.752
O 0.724 1.248 -1.019
*
```

Its HOMO energy is -17.687 eV. The frontier orbital gap is 8.57 eV.

These are the Mulliken partial charges, in e, on atoms 1 to 6: 0.514 -0.169 -0.364 -0.092 0.165 0.086



Most stable: version i



Version i
Here is a cluster of 2 separate species, C6H9FO2 in total from the Open Molecules 2025 dataset. Energies are from ωB97M-V/def2-TZVPD.

```
! RIJCOSX wB97M-V def2-TZVPD def2/J DEFGRID3
* xyz 0 1
C 0.783 -2.618 -0.291
C 0.332 -1.587 0.137
C -1.708 1.113 1.430
C 2.141 0.411 0.033
C -0.945 0.217 -1.609
C -0.035 -0.335 0.569
O -1.100 -0.151 1.330
O 0.873 0.672 0.620
F -0.665 -0.846 -2.372
H 1.045 -3.507 -0.826
H -1.600 1.573 2.419
H -2.862 0.917 1.552
H -1.469 1.750 0.582
H 2.806 -0.306 0.548
H 2.573 1.448 0.099
H 2.052 0.062 -1.096
H -1.917 0.201 -1.375
H -0.305 0.987 -1.752
*
```

Its HOMO energy (alpha / beta) is -6.743 / -7.436 eV. The frontier orbital gap (alpha / beta) is 7.53 / 8.16 eV.

These are the Mulliken partial charges, in e, on atoms 1 to 6: 0.304 -0.645 -0.657 -0.720 -0.634 0.222



Version ii
Here is an isolated molecule of C6H9FO2 from the Open Molecules 2025 dataset. Energies are from ωB97M-V/def2-TZVPD.

```
! RIJCOSX wB97M-V def2-TZVPD def2/J DEFGRID3
* xyz 0 1
O 1.410 2.084 -1.085
C 1.555 1.317 -0.133
O 1.572 1.787 1.133
C 1.699 -0.201 -0.166
C 0.451 -0.713 0.440
C -0.764 -0.572 -0.498
C -2.080 -0.112 0.164
C -2.642 0.895 -0.335
F -3.850 1.347 0.074
H 1.688 2.797 0.943
H 2.680 -0.364 0.501
H 1.806 -0.432 -1.287
H 0.175 0.013 1.346
H 0.521 -1.806 0.901
H -0.987 -1.503 -0.991
H -0.534 0.129 -1.245
H -2.349 -0.792 1.000
H -2.237 1.208 -1.275
*
```

Its HOMO energy is -9.984 eV. The frontier orbital gap is 10.69 eV.

These are the Mulliken partial charges, in e, on atoms 1 to 6: -0.594 0.514 -0.450 -0.466 -0.530 -0.811



Most stable: version ii



Version i
Here is a cluster of 4 separate species, CH11N3O3 in total from the Open Molecules 2025 dataset. Energies are from ωB97M-V/def2-TZVPD.

```
! RIJCOSX wB97M-V def2-TZVPD def2/J DEFGRID3
* xyz 0 1
N 0.469 1.023 1.506
C 0.311 1.464 0.301
N -0.492 0.890 -0.626
N 1.059 2.534 -0.123
H -0.368 0.537 1.797
H -0.503 1.233 -1.563
H -1.115 0.160 -0.343
H 0.877 2.899 -1.050
H 1.767 2.794 0.528
O -2.823 -1.265 -1.156
H -2.029 -1.704 -0.814
H -3.240 -1.971 -1.662
O 2.283 -1.172 0.737
H 2.592 -0.734 -0.060
H 1.827 -0.457 1.232
O -0.448 -2.077 0.113
H -0.667 -1.888 1.031
H 0.499 -2.263 0.152
*
```

Its HOMO energy is -8.879 eV. The frontier orbital gap is 9.51 eV.

These are the Mulliken partial charges, in e, on atoms 1 to 6: -0.938 0.817 -0.222 -0.439 0.210 0.147



Version ii
Here is a cluster of 4 separate species, CH11N3O3 in total from the Open Molecules 2025 dataset. Energies are from ωB97M-V/def2-TZVPD.

```
! RIJCOSX wB97M-V def2-TZVPD def2/J DEFGRID3
* xyz 0 1
N 0.595 -0.722 0.727
C -0.678 -0.485 0.636
N -1.414 -0.619 -0.487
N -1.330 0.067 1.715
H 0.855 -1.389 0.008
H -2.319 -0.187 -0.547
H -0.991 -0.836 -1.382
H -0.679 0.469 2.371
H -2.032 0.753 1.468
O -0.735 -0.480 -3.279
H -0.298 0.360 -3.081
H -0.190 -0.860 -3.980
O 1.817 0.199 3.096
H 2.291 -0.439 3.638
H 1.644 -0.276 2.257
O 1.024 1.379 -1.403
H 1.585 2.134 -1.201
H 0.855 0.933 -0.556
*
```

Its HOMO energy is -9.277 eV. The frontier orbital gap is 9.93 eV.

These are the Mulliken partial charges, in e, on atoms 1 to 6: -0.784 0.610 -0.382 -0.573 0.156 0.176



Most stable: version ii



Version i
Here is an isolated molecule of C6H7N3O4 from the Open Molecules 2025 dataset. Energies are from ωB97M-V/def2-TZVPD.

```
! RIJCOSX wB97M-V def2-TZVPD def2/J DEFGRID3
* xyz 0 1
N 0.119 1.589 2.298
C 0.426 0.847 1.221
O 1.443 1.021 0.604
C -0.502 -0.304 0.723
N -0.127 -1.061 -0.409
C 1.230 -1.494 -0.655
C 1.900 -1.035 -1.708
C 1.165 -0.049 -2.487
C 0.129 0.639 -2.096
O -0.705 1.421 -1.896
N -1.810 -0.247 0.854
O -2.639 -1.125 0.397
O -2.408 0.645 1.778
H -0.664 1.349 2.918
H 0.839 2.147 2.674
H -1.065 -1.644 -0.619
H 1.627 -2.061 0.209
H 2.942 -1.058 -1.998
H 1.520 -0.033 -3.508
H -3.419 0.455 1.701
*
```

Its HOMO energy (alpha / beta) is -7.888 / -7.887 eV. The frontier orbital gap (alpha / beta) is 8.03 / 8.03 eV.

These are the Mulliken partial charges, in e, on atoms 1 to 6: -0.384 0.694 -0.563 -0.146 -0.275 -0.447



Version ii
Here is an isolated molecule of C6H7N3O4 from the Open Molecules 2025 dataset. Energies are from ωB97M-V/def2-TZVPD.

```
! RIJCOSX wB97M-V def2-TZVPD def2/J DEFGRID3
* xyz 0 1
C -0.040 0.629 -1.424
C 1.119 1.251 -1.026
C 1.596 -0.425 0.680
C 0.462 -1.151 0.341
C -0.490 -0.623 -0.725
C 1.876 0.716 -0.039
N -1.786 -0.668 -0.171
N -2.397 0.561 -0.119
N -3.521 0.778 0.312
O -4.113 1.856 0.311
O -4.246 -0.363 0.867
O 0.089 -2.198 1.086
O 3.019 1.409 0.390
H -0.606 0.982 -2.327
H 1.599 2.123 -1.536
H 2.318 -0.960 1.258
H -4.967 -0.031 1.410
H -0.473 -1.356 -1.549
H -0.919 -2.250 0.930
H 3.387 0.736 1.015
*
```

Its HOMO energy is -6.702 eV. The frontier orbital gap is 4.96 eV.

These are the Mulliken partial charges, in e, on atoms 1 to 6: -0.238 -0.491 -0.779 -0.133 0.555 1.186



Most stable: version i



Version i
Here is a cluster of 3 separate species, C3H8O4S in total from the Open Molecules 2025 dataset. Energies are from ωB97M-V/def2-TZVPD.

```
! RIJCOSX wB97M-V def2-TZVPD def2/J DEFGRID3
* xyz -2 1
O -3.151 0.377 1.228
C -2.218 0.217 0.433
O -2.317 -0.159 -0.777
C -0.763 0.507 0.985
C 0.383 0.537 -0.011
S 1.966 1.268 0.682
H -0.611 -0.229 1.780
H -0.771 1.472 1.501
H 0.628 -0.463 -0.365
H 0.063 1.086 -0.896
H 3.271 -1.257 -0.894
H 3.418 -0.339 0.211
O 3.832 -1.175 -0.141
H -0.161 -2.318 -1.874
H -1.207 -1.311 -1.655
O -0.947 -2.015 -2.303
*
```

Its HOMO energy is -0.040 eV. The frontier orbital gap is 6.15 eV.

These are the Mulliken partial charges, in e, on atoms 1 to 6: -0.755 0.448 -0.773 -0.433 -0.217 -0.763



Version ii
Here is a cluster of 3 separate species, C3H8O4S in total from the Open Molecules 2025 dataset. Energies are from ωB97M-V/def2-TZVPD.

```
! RIJCOSX wB97M-V def2-TZVPD def2/J DEFGRID3
* xyz -2 1
O -1.276 -2.278 1.169
C -0.840 -1.224 0.636
O -1.663 -0.459 0.019
C 0.644 -0.865 0.929
C 1.530 -2.097 0.630
S 3.345 -1.636 0.468
H 0.555 -0.737 2.028
H 1.030 0.060 0.509
H 1.505 -2.763 1.494
H 1.120 -2.526 -0.272
H -1.860 3.254 -2.704
H -0.680 3.208 -1.936
O -0.936 3.512 -2.828
H -0.204 1.628 0.403
H -1.393 1.000 -0.336
O -0.877 1.923 -0.210
*
```

Its HOMO energy is 0.357 eV. The frontier orbital gap is 5.55 eV.

These are the Mulliken partial charges, in e, on atoms 1 to 6: -0.735 0.496 -0.809 -0.233 -0.683 -0.797



Most stable: version i